Entry from the Open Molecules 2025 dataset: C22H44BCl2CuF4O10S5 as an isolated structure in a non-equilibrium geometry (ωB97M-V with the def2-TZVPD basis set).

The net charge is 0. The energy above the lowest of the compared OMol25 structures with the same formula, charge and spin comes out at 0.0 kcal/mol. The lowest unoccupied orbital energy is -0.6 eV. The value obtained for the HOMO-LUMO gap is 9.69 eV. Its HOMO energy is -0.378 Eh. As for the spin multiplicity: 1.

The geometry in XYZ format:
```
89
Properties=species:S:1:pos:R:3:forces:R:3:mulliken_charge:R:1
Cu 1.5853 0.2980 -2.5628 0.01 -0.38 0.10 0.486
B 0.1268 0.4216 -0.2322 -0.71 -0.45 0.80 1.150
F -0.8124 1.4511 -0.2973 0.17 -0.35 -0.12 -0.326
F -0.0419 -0.4949 -1.3415 -0.02 0.37 0.08 -0.698
F 1.4184 0.9714 -0.3673 -0.01 -0.02 -0.09 -0.445
F -0.0224 -0.3291 0.9536 0.31 0.47 -0.56 -0.271
C -1.4663 -0.7677 4.8087 -0.37 0.34 0.03 -0.871
C -1.5042 -2.2362 4.4173 0.54 -0.63 -0.12 0.156
C -0.2874 -2.9131 5.0484 0.23 -0.30 -0.05 -0.892
S 1.0162 -1.6206 5.0510 -0.92 -0.32 0.30 0.976
O 2.0562 -1.9259 4.0956 -0.21 0.09 0.00 -0.545
O 1.3481 -1.3808 6.4310 0.21 0.21 -0.02 -0.675
C -0.0835 -0.2928 4.4358 1.21 -0.26 -0.49 0.118
H -1.6186 -0.6235 5.8813 -0.07 -0.15 0.00 0.379
H -2.2546 -0.2206 4.2901 0.14 0.14 -0.02 0.383
H -1.3376 -2.3375 3.3416 -0.41 0.26 -0.13 -0.368
H -2.4253 -2.7550 4.6773 -0.04 0.11 0.04 0.432
H 0.0668 -3.7839 4.4955 0.10 0.22 -0.23 0.424
H -0.4670 -3.2803 6.0588 0.15 0.50 0.18 0.339
H 0.1001 -0.2695 3.3564 -0.31 -0.13 0.02 -0.395
H 0.2972 0.6500 4.8232 -0.23 -0.04 0.39 0.518
C -0.5483 4.1082 -2.2606 0.05 -0.62 0.08 0.208
C -1.1654 5.3884 -2.8326 -0.75 -0.61 0.59 -0.772
C -2.0365 5.9771 -1.7079 0.37 0.42 -0.10 -0.874
S -1.2486 5.4727 -0.1381 -0.11 -0.40 -0.24 1.138
O -2.0936 4.5654 0.5993 -0.21 0.26 -0.12 -0.630
O -0.7074 6.6448 0.4997 0.00 -0.13 -0.04 -0.693
C 0.0455 4.4758 -0.9055 -0.15 1.06 -0.73 -0.486
H 0.1620 3.6526 -2.9543 0.25 0.18 0.16 0.481
H -1.2809 3.3148 -2.0803 -0.27 0.25 -0.13 -0.306
H -1.8152 5.1395 -3.6690 0.16 0.20 -0.29 0.248
H -0.3990 6.0968 -3.1357 0.07 -0.02 -0.09 0.459
H -3.0690 5.6407 -1.7547 0.04 -0.23 0.23 0.400
H -2.0248 7.0648 -1.7343 -0.07 0.00 0.19 0.453
H 0.2788 3.6413 -0.2575 0.23 0.04 0.09 -0.082
H 0.8306 5.2139 -1.0934 0.41 -0.41 0.43 0.431
C 5.1420 -2.7343 1.2747 0.65 -1.99 -0.26 -0.884
C 3.7056 -3.2564 1.4416 -1.40 1.13 -0.98 -0.283
C 2.8754 -2.7696 0.2121 0.20 0.54 -0.26 0.638
S 4.0018 -1.9030 -0.8986 -0.09 -1.19 0.90 0.823
O 3.3553 -0.7277 -1.4656 -0.03 0.30 -0.53 -0.480
O 4.6501 -2.8742 -1.7506 -0.23 0.59 -0.14 -0.678
C 5.1776 -1.5084 0.3893 0.01 1.08 0.91 -0.326
H 5.7141 -3.5098 0.7471 -0.07 0.04 0.09 0.303
H 5.6257 -2.6659 2.2477 0.01 0.61 -0.07 0.486
H 3.1887 -2.7896 2.2790 0.38 -0.17 0.30 -0.028
H 3.5419 -4.3272 1.4954 0.68 -0.15 0.23 0.380
H 2.1354 -2.0162 0.4892 -0.09 -0.10 0.01 -0.515
H 2.4004 -3.5516 -0.3718 -0.04 -0.06 -0.03 0.220
H 4.8820 -0.6393 0.9874 -0.44 0.08 -0.40 -0.045
H 6.1497 -1.2554 -0.0281 0.00 -0.32 -0.23 0.481
C -2.3932 -3.0917 0.5605 -0.11 0.10 0.24 -0.040
C -2.8335 -2.9988 -0.9040 -0.46 -0.35 -0.12 -0.674
C -1.6313 -3.3319 -1.7670 0.25 0.11 -0.13 0.181
S -0.8545 -4.7402 -0.9418 -0.54 0.57 -0.26 1.075
O 0.5891 -4.6711 -1.0599 -0.52 -0.35 0.03 -0.667
O -1.5925 -5.9236 -1.3395 0.53 0.33 0.30 -0.683
C -1.3688 -4.2278 0.7159 0.82 0.51 0.50 -0.521
H -3.2482 -3.1938 1.2285 -0.03 -0.23 -0.07 0.500
H -1.8979 -2.1702 0.8708 0.01 0.08 -0.21 -0.308
H -3.2425 -2.0179 -1.1448 0.14 0.08 0.04 0.102
H -3.6403 -3.7129 -1.0866 0.07 -0.08 -0.03 0.417
H -0.9546 -2.4806 -1.8114 0.28 -0.20 0.22 -0.584
H -1.8437 -3.6137 -2.7952 -0.16 -0.18 0.05 0.595
H -0.4832 -3.7770 1.1722 0.18 -0.24 -0.19 0.101
H -1.6094 -5.0744 1.3548 -0.43 -0.17 -0.38 0.496
C -3.5078 2.0817 -3.4750 1.01 -0.15 -0.78 -0.694
C -2.8291 2.4008 -4.8428 -0.56 0.61 0.56 -0.302
C -2.4900 1.0729 -5.4630 0.45 -0.14 -0.84 -1.064
S -1.6779 0.2214 -4.1081 -0.75 0.52 -0.44 1.130
O -0.3710 0.8567 -4.0163 0.76 -0.20 0.40 -0.606
O -1.7836 -1.2045 -4.2251 0.18 -0.10 0.19 -0.649
C -2.7456 0.9165 -2.8285 0.11 -0.62 0.00 0.353
H -4.5093 1.7310 -3.7121 -0.25 0.41 0.41 0.425
H -3.4412 2.9851 -2.8751 -0.58 -0.13 0.26 0.217
H -1.9542 3.0249 -4.6629 0.26 -0.26 -0.11 0.042
H -3.5112 3.0218 -5.4251 0.01 -0.25 -0.23 0.452
H -1.7946 1.0936 -6.3052 0.21 0.19 0.25 0.458
H -3.3507 0.5290 -5.8574 -0.14 -0.13 0.57 0.358
H -2.1011 1.1357 -1.9764 -0.14 0.18 -0.05 -0.278
H -3.4163 0.0974 -2.5708 0.04 0.03 0.16 0.210
Cl 3.7203 4.0127 2.1415 -0.09 0.00 -0.04 -0.222
C 3.2141 2.3588 1.6653 0.58 0.41 -0.07 0.155
C 2.4616 1.6581 2.7635 -0.20 -0.15 -0.79 0.198
Cl 3.4315 1.4024 4.2144 0.07 -0.04 0.22 -0.176
H 4.1289 1.8461 1.3795 0.04 -0.17 0.21 0.157
H 2.6264 2.4536 0.7616 -0.30 0.01 0.11 -0.182
H 2.1733 0.6837 2.3657 -0.07 -0.06 0.18 -0.368
H 1.5637 2.2170 3.0116 -0.01 0.03 0.18 0.456
```
Positions in Å, forces in eV/Å.